{
  "formula": "C15H40FFeO5",
  "method": "wB97M-V/def2-TZVPD",
  "relative_energy_kj_mol": 114.8,
  "e_homo_ev": [-14.9, -14.7],
  "orbital_gap_ha": [0.2129, 0.1119],
  "charge": 2,
  "s_squared": 8.762,
  "lumo_energy_ev": [-9.11, -11.65],
  "multiplicity": 6,
  "species": ["Fe", "F", "C", "C", "C", "O", "H", "H", "H", "H", "H", "H", "H", "H", "C", "C", "C", "O", "H", "H", "H", "H", "H", "H", "H", "H", "C", "C", "C", "O", "H", "H", "H", "H", "H", "H", "H", "H", "C", "C", "C", "O", "H", "H", "H", "H", "H", "H", "H", "H", "C", "C", "C", "O", "H", "H", "H", "H", "H", "H", "H", "H"],
  "xyz": [[-0.566, 1.373, -1.078], [-0.729, 0.033, 0.368], [-0.293, -0.410, -4.823], [-1.305, -0.280, -3.723], [-2.267, -1.461, -3.662], [-0.660, -0.223, -2.445], [0.356, 0.454, -4.683], [-0.718, -0.376, -5.826], [0.331, -1.303, -4.819], [-1.884, 0.634, -3.855], [-1.801, -2.446, -3.609], [-2.754, -1.514, -4.636], [-2.951, -1.316, -2.826], [-0.133, -1.026, -2.421], [-0.339, 2.933, 2.753], [-1.016, 3.071, 1.436], [-1.497, 4.512, 1.192], [-0.047, 2.751, 0.452], [0.573, 3.500, 2.941], [-0.077, 1.879, 2.848], [-1.066, 3.111, 3.546], [-1.829, 2.346, 1.393], [-0.586, 5.104, 1.111], [-2.108, 4.825, 2.039], [-2.039, 4.739, 0.274], [0.787, 3.178, 0.661], [1.270, -0.918, 3.651], [2.280, -0.379, 2.562], [3.684, -0.879, 2.767], [1.768, -0.889, 1.375], [1.564, -0.553, 4.635], [1.175, -2.004, 3.644], [0.302, -0.464, 3.437], [2.207, 0.707, 2.615], [4.376, -0.336, 2.124], [3.810, -1.959, 2.680], [4.007, -0.628, 3.778], [0.818, -0.753, 1.361], [3.838, 1.210, -0.594], [2.667, 1.120, -1.616], [2.890, -0.059, -2.589], [1.500, 0.912, -0.900], [4.735, 1.451, -1.166], [4.009, 0.267, -0.076], [3.741, 1.983, 0.168], [2.605, 2.121, -2.044], [2.680, -0.992, -2.065], [3.896, -0.104, -3.006], [2.307, 0.039, -3.505], [1.798, 0.253, -0.268], [-2.955, -3.996, 1.367], [-2.888, -2.585, 0.760], [-4.277, -2.108, 0.341], [-2.260, -1.699, 1.736], [-2.003, -4.343, 1.768], [-3.266, -4.737, 0.630], [-3.669, -4.115, 2.182], [-2.295, -2.519, -0.152], [-4.414, -1.082, 0.000], [-5.010, -2.298, 1.126], [-4.547, -2.666, -0.556], [-1.726, -1.091, 1.219]],
  "forces_ev_per_angstrom": [[2.8, -3.5, 3.3], [0.0, 2.2, -2.3], [0.8, 0.8, -0.1], [-1.5, -1.7, -1.5], [-0.1, 0.3, -0.4], [0.2, 2.1, 1.1], [0.3, 0.0, -0.6], [-0.3, 0.2, 0.2], [-0.2, -0.2, 0.5], [0.1, 0.2, 0.2], [0.5, 0.1, 0.4], [-0.6, 0.2, 0.2], [-0.3, -0.3, -0.3], [0.6, -0.3, 0.8], [-0.3, -1.3, 1.1], [-1.2, 2.1, 0.9], [0.3, -0.3, 0.0], [-0.4, -1.6, -2.9], [-0.2, 0.5, -0.3], [0.2, -0.1, 0.2], [0.2, 0.2, 0.1], [0.0, -0.2, -0.3], [0.0, 0.4, 0.4], [0.1, 0.2, -0.1], [-0.2, -0.6, -0.1], [0.5, 0.1, -0.2], [1.0, 1.0, -0.2], [-1.2, -1.5, 2.7], [0.5, 0.6, 0.4], [0.1, 0.3, -2.8], [0.0, -0.2, 0.1], [0.2, 0.1, -0.1], [-0.3, -0.1, 0.0], [0.3, 0.3, -0.2], [0.1, -0.3, -0.2], [-0.3, 0.1, -0.3], [-0.1, 0.1, 0.1], [-0.3, -0.2, 0.2], [0.0, -0.1, -0.4], [3.2, 0.5, -1.1], [0.0, 0.9, -0.4], [-2.8, 0.8, 0.3], [0.0, -0.1, 0.0], [-0.1, -0.2, -0.1], [-0.4, 0.1, -0.1], [-0.1, -0.2, -0.6], [0.0, -0.1, -0.1], [0.2, 0.1, 0.5], [-0.5, -0.1, 0.2], [-0.8, -1.4, 1.9], [0.2, -0.2, -0.3], [-0.3, 0.4, 0.9], [-0.4, -0.3, -0.1], [-0.5, -0.6, -0.5], [0.2, 0.3, -0.2], [0.0, 0.1, -0.2], [-0.1, 0.6, 0.0], [0.5, -0.5, -0.1], [0.6, 0.4, 0.4], [0.0, 0.0, -0.1], [-0.2, -0.4, 0.1], [-0.1, 0.1, 0.2]],
  "lowdin_charge": [1.452, -0.302, -0.030, -0.448, -0.015, -0.110, 0.079, 0.113, 0.106, 0.149, 0.104, 0.108, 0.086, 0.133, -0.020, -0.465, -0.010, -0.115, 0.113, 0.075, 0.117, 0.148, 0.095, 0.106, 0.086, 0.138, -0.016, -0.485, -0.034, -0.059, 0.089, 0.098, 0.060, 0.124, 0.068, 0.102, 0.095, 0.047, -0.006, -0.426, -0.003, -0.119, 0.105, 0.083, 0.093, 0.151, 0.103, 0.104, 0.062, 0.076, -0.041, -0.450, -0.062, -0.056, 0.080, 0.084, 0.089, 0.113, 0.065, 0.089, 0.080, 0.001]
}

***

{
  "formula": "C15H20GdN9S3",
  "method": "wB97M-V/def2-TZVPD",
  "relative_energy_kj_mol": 436.4,
  "e_homo_ev": [-6.2, -7.3],
  "orbital_gap_ha": [0.2208, 0.1636],
  "charge": 0,
  "s_squared": 16.830,
  "lumo_energy_ev": [-0.20, -2.88],
  "multiplicity": 8,
  "species": ["Gd", "N", "C", "S", "N", "N", "C", "C", "C", "C", "C", "C", "N", "H", "H", "H", "H", "H", "H", "H", "N", "C", "C", "N", "C", "C", "N", "H", "H", "H", "H", "H", "H", "H", "H", "H", "H", "H", "H", "H", "S", "C", "S", "C", "C", "N", "C", "N"],
  "xyz": [[0.183, 0.019, 0.314], [-3.868, -2.443, 1.467], [-2.808, -1.796, 0.949], [-2.319, -0.348, 1.700], [-2.302, -2.335, -0.149], [-1.197, -1.785, -0.666], [-0.733, -2.370, -1.735], [0.510, -1.993, -2.340], [1.003, -2.783, -3.393], [2.237, -2.517, -3.935], [2.971, -1.456, -3.409], [2.405, -0.698, -2.400], [1.201, -0.923, -1.873], [-4.235, -2.151, 2.356], [-4.083, -3.361, 1.116], [-1.256, -3.234, -2.139], [0.399, -3.600, -3.750], [2.618, -3.106, -4.753], [3.955, -1.230, -3.788], [2.948, 0.152, -2.003], [1.995, 1.986, 0.107], [1.445, 3.345, 0.020], [0.313, 3.512, 1.045], [-0.671, 2.426, 0.966], [-1.920, 2.775, 0.295], [-1.779, 2.625, -1.221], [-1.427, 1.236, -1.546], [2.814, 1.927, -0.498], [2.323, 1.831, 1.072], [2.209, 4.109, 0.229], [1.079, 3.492, -1.001], [0.772, 3.496, 2.039], [-0.165, 4.491, 0.896], [-0.897, 2.138, 1.921], [-2.690, 2.079, 0.638], [-2.243, 3.794, 0.543], [-2.718, 2.943, -1.696], [-0.978, 3.269, -1.589], [-2.245, 0.650, -1.371], [-1.228, 1.166, -2.542], [0.993, 0.450, 2.906], [1.240, -1.266, 2.819], [1.748, -1.934, 1.296], [1.079, -2.045, 3.944], [0.527, -1.496, 5.112], [0.019, -1.054, 6.045], [1.310, -3.427, 3.968], [1.467, -4.564, 4.033]],
  "forces_ev_per_angstrom": [[0.2, 0.2, 0.0], [0.0, -0.3, -0.2], [-0.5, 1.2, 1.2], [0.3, -0.2, -0.2], [0.9, -1.0, -1.7], [-1.6, 2.5, 3.8], [2.2, -1.8, -3.5], [-1.9, -0.8, 0.6], [0.6, -0.1, -0.6], [-0.7, -0.3, 0.1], [0.2, 0.4, 0.1], [0.1, 0.1, -0.1], [0.2, 0.5, 0.5], [0.0, 0.0, 0.0], [0.0, 0.0, 0.0], [0.0, 0.1, 0.0], [-0.1, -0.2, -0.1], [0.1, -0.1, 0.0], [0.1, 0.1, 0.0], [0.0, 0.0, 0.1], [0.3, -0.1, 0.2], [-0.2, 0.2, 0.1], [0.5, 0.0, -0.3], [-0.2, -0.1, 0.7], [-0.1, 0.0, -0.5], [-0.2, 0.2, 0.3], [-0.2, -0.1, 0.0], [-0.2, -0.1, 0.2], [0.0, -0.1, -0.4], [-0.2, -0.1, -0.1], [0.0, 0.1, 0.1], [-0.1, 0.0, -0.1], [0.1, -0.1, 0.1], [0.1, 0.1, -0.2], [0.0, 0.1, 0.0], [0.0, -0.1, 0.0], [0.2, 0.0, 0.0], [-0.1, 0.0, 0.0], [0.2, 0.0, -0.1], [0.1, -0.2, 0.2], [-0.2, 0.4, 0.1], [0.5, -0.1, 0.1], [-0.1, -0.1, -0.1], [0.0, 0.6, -0.8], [-0.3, 0.4, 0.6], [0.0, 0.1, 0.3], [0.1, -0.8, -0.2], [0.1, -0.3, 0.0]],
  "lowdin_charge": [1.083, 0.097, -0.850, 0.653, 0.046, -0.198, -0.105, -0.299, -0.023, -0.065, -0.063, -0.143, -0.031, 0.095, 0.109, 0.122, 0.113, 0.108, 0.102, 0.096, -0.070, -0.243, -0.199, -0.193, -0.237, -0.238, -0.039, 0.082, 0.036, 0.120, 0.101, 0.120, 0.124, 0.052, 0.066, 0.123, 0.120, 0.102, 0.072, 0.092, 0.487, -1.168, 0.493, -0.407, -0.281, 0.152, -0.264, 0.152]
}

***

{
  "formula": "C22H48N4O7P",
  "method": "wB97M-V/def2-TZVPD",
  "e_homo_ev": -9.9,
  "orbital_gap_ha": 0.1765,
  "charge": 1,
  "lumo_energy_ev": -5.07,
  "species": ["C", "C", "O", "P", "O", "C", "C", "C", "C", "C", "C", "N", "N", "O", "C", "C", "H", "H", "H", "H", "H", "H", "H", "H", "H", "H", "H", "H", "H", "H", "H", "H", "H", "H", "C", "O", "C", "C", "N", "C", "C", "O", "C", "H", "H", "H", "H", "H", "H", "H", "H", "H", "H", "H", "H", "H", "H", "H", "C", "O", "C", "C", "N", "C", "C", "O", "C", "H", "H", "H", "H", "H", "H", "H", "H", "H", "H", "H", "H", "H", "H", "H"],
  "xyz": [[2.724, -4.359, 5.276], [1.712, -4.586, 4.088], [1.714, -3.411, 3.236], [2.635, -3.633, 1.905], [3.907, -4.276, 2.319], [1.665, -4.717, 0.731], [2.390, -6.079, 0.480], [3.723, -5.849, -0.292], [3.654, -5.036, -1.468], [4.882, -4.787, -2.150], [5.991, -5.411, -1.511], [5.853, -6.163, -0.439], [4.770, -6.452, 0.250], [2.793, -2.205, 1.144], [4.027, -1.523, 1.472], [5.271, -2.076, 0.680], [2.239, -4.403, 6.267], [3.254, -3.400, 5.112], [3.490, -5.160, 5.185], [1.984, -5.501, 3.519], [0.699, -4.751, 4.508], [0.693, -4.929, 1.223], [1.435, -4.142, -0.190], [2.589, -6.517, 1.481], [1.753, -6.821, -0.053], [2.695, -4.625, -1.806], [4.977, -4.161, -3.044], [6.998, -5.259, -1.931], [6.704, -6.597, -0.069], [3.898, -0.478, 1.107], [4.222, -1.434, 2.559], [4.930, -2.697, -0.173], [5.780, -2.774, 1.385], [5.981, -1.277, 0.404], [-0.864, 5.245, 1.181], [0.412, 5.038, 0.598], [1.397, 4.570, 1.513], [1.750, 3.115, 1.240], [0.653, 2.222, 1.598], [0.809, 0.853, 1.111], [0.887, 0.634, -0.404], [-0.316, 0.911, -1.096], [-0.525, 2.281, -1.406], [-1.473, 5.796, 0.463], [-1.364, 4.294, 1.389], [-0.792, 5.833, 2.099], [1.093, 4.720, 2.554], [2.291, 5.175, 1.342], [2.637, 2.845, 1.824], [2.004, 3.036, 0.176], [-0.210, 2.593, 1.219], [-0.054, 0.292, 1.481], [1.694, 0.412, 1.580], [1.077, -0.433, -0.562], [1.731, 1.161, -0.865], [0.410, 2.809, -1.608], [-1.075, 2.771, -0.600], [-1.149, 2.336, -2.299], [-6.387, 2.316, -4.774], [-6.780, 1.892, -3.480], [-5.803, 1.105, -2.808], [-5.171, 1.875, -1.658], [-4.312, 2.951, -2.143], [-3.895, 3.898, -1.109], [-4.983, 4.694, -0.380], [-5.658, 5.639, -1.193], [-6.714, 5.111, -1.978], [-7.267, 2.718, -5.275], [-5.637, 3.111, -4.719], [-5.999, 1.482, -5.365], [-5.044, 0.719, -3.497], [-6.333, 0.245, -2.390], [-4.575, 1.188, -1.050], [-5.987, 2.261, -1.037], [-4.803, 3.468, -2.861], [-3.231, 4.617, -1.599], [-3.290, 3.364, -0.369], [-4.483, 5.281, 0.395], [-5.698, 4.051, 0.144], [-7.229, 4.285, -1.482], [-6.343, 4.796, -2.956], [-7.435, 5.911, -2.151]],
  "forces_ev_per_angstrom": [[0.2, -0.6, -1.0], [0.3, -0.3, 1.5], [0.2, -0.1, -1.8], [-0.2, -0.2, 0.9], [-0.2, 0.2, -0.8], [-0.4, 0.2, 0.2], [0.4, 0.4, 0.2], [-3.0, -0.4, 1.3], [2.5, -0.1, -0.6], [-1.4, -1.1, 2.1], [-0.2, 1.3, -1.8], [1.7, -0.5, 0.2], [-0.4, 1.2, -1.7], [-0.1, -1.5, 1.2], [1.3, 1.8, -1.1], [-0.4, -0.9, 1.5], [0.3, 0.1, -0.6], [-0.5, -0.5, 0.3], [-0.4, 0.6, 0.4], [-0.1, 0.6, 0.3], [0.4, 0.4, -0.6], [0.5, 0.2, -0.3], [0.1, -0.4, 0.5], [0.3, 0.2, -0.8], [0.3, 0.7, 0.1], [0.5, -0.3, 0.2], [0.1, -0.4, 0.5], [-0.5, -0.4, 0.6], [-0.3, 0.1, 0.0], [-0.4, -0.7, 0.3], [-0.3, -0.5, -0.6], [0.2, 0.7, 0.2], [-0.1, 0.4, -0.7], [-0.6, -0.4, -0.1], [0.1, 0.0, -0.2], [-0.2, 0.0, 0.3], [0.4, 0.0, -0.3], [-0.4, 0.1, 0.0], [0.1, -0.1, -0.1], [-0.2, 0.2, 0.0], [-0.1, -0.3, 0.1], [0.3, 0.1, 0.0], [-0.3, -0.1, -0.1], [0.1, 0.0, 0.0], [-0.1, 0.0, 0.2], [0.0, -0.1, 0.0], [-0.1, -0.1, -0.1], [0.0, 0.0, 0.0], [0.0, 0.0, 0.0], [0.2, 0.1, 0.0], [0.0, 0.0, 0.1], [0.1, -0.1, -0.1], [0.0, 0.0, 0.0], [0.0, 0.0, 0.0], [-0.1, 0.2, 0.0], [0.0, 0.0, 0.1], [0.1, 0.2, 0.0], [0.0, -0.1, 0.0], [-0.2, 0.1, 0.1], [0.3, -0.1, -0.3], [-0.2, -0.1, 0.4], [0.0, 0.2, -0.3], [0.0, 0.0, 0.2], [-0.1, 0.1, -0.3], [0.3, 0.2, 0.1], [0.0, -0.2, 0.1], [0.1, 0.3, -0.1], [0.0, 0.0, 0.1], [0.1, -0.1, -0.1], [0.1, 0.0, 0.0], [0.0, 0.2, 0.0], [0.0, 0.0, 0.0], [0.0, 0.0, 0.0], [-0.1, -0.2, 0.1], [0.0, -0.1, 0.0], [0.0, 0.0, 0.1], [-0.1, 0.0, 0.1], [0.0, 0.0, 0.0], [-0.1, -0.1, -0.1], [0.1, -0.1, 0.0], [-0.1, -0.2, 0.0], [0.0, 0.0, 0.1]],
  "lowdin_charge": [-0.059, -0.259, -0.223, 0.571, -0.264, -0.186, -0.143, -0.225, 0.069, 0.046, -0.006, 0.058, 0.196, -0.221, -0.253, -0.070, 0.076, 0.080, 0.077, 0.094, 0.123, 0.108, 0.086, 0.112, 0.134, 0.136, 0.136, 0.157, 0.197, 0.112, 0.129, 0.052, 0.069, 0.082, -0.109, -0.190, -0.210, -0.212, -0.047, -0.195, -0.232, -0.176, -0.089, 0.088, 0.071, 0.091, 0.123, 0.122, 0.121, 0.101, 0.067, 0.122, 0.096, 0.107, 0.110, 0.091, 0.055, 0.090, -0.112, -0.192, -0.214, -0.208, -0.047, -0.209, -0.221, -0.174, -0.094, 0.091, 0.074, 0.087, 0.121, 0.121, 0.123, 0.103, 0.065, 0.121, 0.099, 0.117, 0.113, 0.090, 0.070, 0.091]
}

***

{
  "formula": "C6H4O",
  "method": "wB97M-V/def2-TZVPD",
  "relative_energy_kj_mol": 510.6,
  "e_homo_ev": [-8.4, -8.4],
  "orbital_gap_ha": [0.2499, 0.2493],
  "charge": 0,
  "lumo_energy_ev": [-1.56, -1.57],
  "species": ["C", "C", "C", "C", "C", "C", "O", "H", "H", "H", "H"],
  "xyz": [[3.328, -0.658, 0.002], [2.080, -0.549, 0.135], [0.698, -0.189, -0.048], [-0.082, 0.888, 0.456], [-1.428, 0.559, 0.309], [-1.439, -0.706, -0.244], [-0.229, -1.180, -0.455], [1.277, 0.203, -0.974], [0.347, 1.810, 0.828], [-2.293, 1.163, 0.546], [-2.259, -1.341, -0.555]],
  "forces_ev_per_angstrom": [[-0.8, 0.1, 0.1], [0.8, -0.2, 0.1], [-0.1, 0.1, 0.1], [0.1, 0.0, -0.1], [0.1, 0.0, 0.0], [0.0, 0.0, 0.0], [-0.1, 0.0, 0.0], [-0.1, 0.2, -0.2], [-0.1, -0.1, -0.1], [0.1, -0.1, 0.0], [0.1, 0.1, 0.1]],
  "lowdin_charge": [-0.025, -0.265, -0.378, 0.058, -0.022, -0.065, 0.075, 0.223, 0.140, 0.116, 0.143]
}

***

no.,calculated total energy (Ha)
1,-2334.57920
2,-3036.54153
3,-1953.79474
4,-306.01704